1.
Entry from the OMol25 dataset: C24H71CuO23 as an isolated structure (ωB97M-V/def2-TZVPD).

```
119
Properties=species:S:1:pos:R:3:mulliken_charge:R:1
Cu 2.061 1.400 2.964 0.386
C -0.778 -0.591 -0.264 -0.027
C 0.249 0.564 -0.034 1.224
O 1.206 0.630 0.941 0.798
H -1.282 -0.472 -1.223 0.232
H -1.560 -0.521 0.493 -0.407
H -0.367 -1.600 -0.241 -0.585
H -0.491 1.345 0.143 -0.145
H 0.741 0.949 -0.928 -0.292
C -3.567 2.803 -0.285 0.202
C -2.755 3.894 0.501 -0.127
O -2.586 5.051 -0.230 -0.514
O -4.956 3.057 -0.499 -0.541
H -3.421 1.793 0.100 -0.259
H -3.133 2.798 -1.285 0.148
H -1.773 3.525 0.796 -0.293
H -3.168 3.957 1.508 0.696
H -2.664 5.785 0.384 0.318
H -5.308 3.549 0.247 0.355
C 1.196 -1.667 3.673 0.286
C 0.441 -2.217 4.879 -0.557
O -0.338 -1.286 5.592 -0.431
O 2.129 -0.773 4.025 -0.404
H 0.461 -1.187 3.027 -0.086
H 1.716 -2.411 3.069 -0.193
H 1.150 -2.506 5.655 0.391
H -0.162 -3.032 4.479 0.358
H -0.659 -1.629 6.429 0.287
H 2.708 -1.228 4.641 0.368
C -1.123 1.942 3.666 0.284
C -2.338 1.018 3.656 -0.307
O -2.597 0.468 5.004 -0.583
O 0.024 1.162 4.060 -0.428
H -1.264 2.721 4.416 0.445
H -1.045 2.485 2.724 -0.443
H -2.173 0.200 2.956 0.098
H -3.259 1.513 3.349 0.313
H -2.564 -0.487 4.919 0.355
H -0.360 0.703 4.811 0.247
C 4.057 1.667 -2.135 -0.393
C 4.431 0.240 -2.799 -0.309
O 3.343 -0.623 -3.034 -0.498
O 3.592 1.592 -0.750 -0.367
H 3.389 2.296 -2.723 0.142
H 4.998 2.203 -2.013 0.448
H 5.056 -0.262 -2.060 0.101
H 5.105 0.496 -3.617 0.462
H 2.856 -0.909 -2.258 0.225
H 2.651 1.402 -0.736 -0.140
C -4.246 -2.027 0.115 0.473
C -5.378 -1.457 0.998 -0.929
O -4.941 -0.335 1.663 -0.381
O -4.166 -1.187 -0.981 -0.474
H -4.547 -2.993 -0.291 -0.019
H -3.300 -1.960 0.652 0.027
H -5.576 -2.225 1.746 0.457
H -6.346 -1.401 0.500 0.384
H -5.473 -0.136 2.438 0.268
H -4.257 -0.300 -0.626 0.216
C 0.810 5.359 -2.271 -0.656
C 0.309 4.039 -2.731 0.802
O 0.227 3.965 -4.112 -0.639
O 2.159 5.698 -2.396 -0.545
H 0.532 5.327 -1.218 0.140
H 0.259 6.215 -2.662 0.452
H -0.677 3.872 -2.296 -0.076
H 0.935 3.250 -2.314 -0.284
H 0.215 3.028 -4.318 0.458
H 2.288 5.612 -3.343 0.359
C 4.723 -3.225 0.202 -0.897
C 3.997 -1.913 0.733 0.227
O 2.927 -1.680 -0.118 -0.202
O 5.492 -2.976 -0.975 -0.525
H 4.051 -4.047 -0.045 0.176
H 5.418 -3.603 0.952 0.458
H 4.757 -1.135 0.661 0.345
H 3.516 -2.183 1.674 -0.125
H 2.396 -1.012 0.321 -0.115
H 6.231 -2.497 -0.593 0.359
C -1.892 -3.361 -2.406 0.520
C -2.764 -4.558 -2.790 -0.836
O -4.046 -4.422 -2.265 -0.557
O -2.444 -2.270 -3.083 -0.465
H -0.927 -3.532 -2.882 0.372
H -1.707 -3.259 -1.337 -0.218
H -2.315 -5.439 -2.332 0.272
H -2.845 -4.756 -3.859 0.371
H -3.992 -4.498 -1.309 0.320
H -3.334 -2.157 -2.743 0.345
C 1.754 4.035 0.866 -0.057
C 2.980 4.934 0.798 -0.445
O 2.718 6.123 1.670 -0.574
O 1.698 3.455 2.177 -0.215
H 1.715 3.264 0.097 -0.275
H 0.849 4.643 0.843 0.481
H 3.112 5.248 -0.237 0.359
H 3.778 4.360 1.269 0.318
H 2.587 5.748 2.544 0.304
H 1.128 4.069 2.644 0.287
C 1.273 -5.038 1.235 -0.512
C 0.050 -4.451 0.518 0.200
O -0.685 -5.515 -0.049 -0.567
O 1.056 -5.598 2.497 -0.556
H 2.058 -4.335 1.514 -0.031
H 1.777 -5.727 0.557 0.504
H 0.393 -3.827 -0.307 -0.003
H -0.486 -3.723 1.127 0.264
H -0.103 -5.878 -0.721 0.407
H 0.424 -6.305 2.344 0.319
C -0.070 0.136 -3.842 1.652
C 0.222 -1.114 -4.646 -0.927
O -0.863 -1.798 -5.169 -0.657
O -0.447 1.234 -4.642 -0.480
H 0.839 0.401 -3.300 -0.484
H -0.811 -0.164 -3.102 -0.461
H 0.744 -1.891 -4.088 0.285
H 0.991 -0.794 -5.350 0.444
H -1.423 -2.068 -4.437 0.415
H -1.201 0.944 -5.162 0.301
```

Multiplicity: 2
⟨S²⟩: 0.755
Orbital gap (alpha / beta), eV: 8.41 / 5.56
Charge: +1


2.
Entry from the OMol25 dataset: C21H41GdNO7 as an isolated structure (ωB97M-V/def2-TZVPD).

```
71
Properties=species:S:1:pos:R:3:mulliken_charge:R:1
C 3.066 4.045 0.644 -1.162
C 2.310 3.134 -0.454 -0.708
C 0.906 2.486 0.094 0.748
O 0.904 1.095 0.478 -0.185
C 2.076 0.734 1.264 -0.573
C 3.045 -0.161 0.331 -0.269
N 3.232 -1.581 0.785 0.093
C 4.639 -1.958 0.371 -0.591
C 5.024 -3.492 0.681 0.084
C 3.815 -4.543 0.523 -1.186
O 5.717 -3.655 1.964 -0.453
O 0.478 3.505 1.039 -0.384
C -0.215 4.503 0.231 0.252
O -0.570 5.635 0.659 -0.494
O -0.404 4.047 -1.147 -0.499
C -0.303 2.586 -0.958 1.348
C 0.022 1.973 -2.407 -1.556
C -0.087 0.368 -2.506 -0.266
C -1.394 -0.151 -3.350 0.301
C -1.845 -1.562 -2.644 -1.283
C -2.900 -1.359 -1.447 0.755
C -3.135 -2.713 -0.553 -0.902
C -2.417 -2.443 0.893 -0.038
C -3.307 -1.522 1.874 -0.240
O -3.905 -2.290 2.973 -0.417
C -4.779 -1.406 3.762 -0.582
C -1.810 2.220 -0.514 -1.269
O -1.960 1.800 0.862 -0.213
C -3.270 2.326 1.285 -0.669
H 4.191 3.993 0.401 0.363
H 2.762 5.150 0.490 0.343
H 2.947 3.701 1.728 0.339
H 3.060 2.331 -0.799 0.331
H 2.136 3.814 -1.377 0.440
H 2.588 1.606 1.796 0.080
H 1.692 0.029 2.105 0.538
H 4.065 0.356 0.145 0.440
H 2.548 -0.220 -0.720 0.246
H 2.561 -2.132 0.196 0.357
H 5.336 -1.306 1.035 0.459
H 4.870 -1.700 -0.726 0.383
H 5.817 -3.792 -0.113 0.339
H 3.001 -4.407 1.322 0.341
H 3.418 -4.549 -0.557 0.322
H 4.274 -5.594 0.703 0.348
H 5.011 -3.465 2.628 0.368
H -0.693 2.447 -3.178 0.286
H 1.096 2.249 -2.756 0.280
H -0.130 -0.181 -1.503 0.089
H 0.832 -0.055 -3.075 0.476
H -0.995 -0.457 -4.413 1.160
H -2.251 0.628 -3.380 -1.144
H -0.920 -2.089 -2.192 0.282
H -2.281 -2.298 -3.421 0.455
H -3.919 -1.081 -1.925 0.206
H -2.593 -0.548 -0.688 -0.548
H -4.272 -2.730 -0.341 0.371
H -2.753 -3.662 -1.070 0.371
H -2.159 -3.425 1.422 0.423
H -1.450 -1.830 0.677 -0.219
H -2.692 -0.683 2.397 0.191
H -4.134 -1.017 1.257 0.266
H -4.248 -1.129 4.757 0.241
H -5.758 -1.984 4.000 0.266
H -5.085 -0.477 3.155 0.243
H -2.458 3.178 -0.635 0.624
H -2.266 1.464 -1.280 -0.094
H -3.268 3.483 1.354 0.332
H -3.558 1.959 2.345 0.255
H -4.127 1.985 0.593 0.270
Gd -3.128 0.817 -5.091 2.237
```

Multiplicity: 8
⟨S²⟩: 16.783
Orbital gap (alpha / beta), eV: 3.08 / 3.02
Charge: +3


3.
Entry from the OMol25 dataset: C19H28BN7OsSi as an isolated structure (ωB97M-V/def2-TZVPD).

```
57
Properties=species:S:1:pos:R:3:mulliken_charge:R:1
C -1.454 1.142 -2.805 -0.042
N -0.322 1.169 -2.031 0.115
N 0.275 2.416 -2.239 -0.044
C -0.444 3.099 -3.130 0.039
C -1.541 2.344 -3.508 -1.013
B 1.607 2.773 -1.536 -0.047
N 1.308 2.779 -0.012 0.090
N 0.749 1.622 0.540 -0.117
C 0.826 1.768 1.900 -0.172
C 1.394 3.009 2.199 -1.081
C 1.717 3.585 0.975 0.013
Os 0.498 -0.077 -0.630 0.930
N 2.599 1.605 -1.812 0.252
N 2.316 0.322 -1.327 0.124
C 3.450 -0.431 -1.551 -0.466
C 4.369 0.328 -2.287 -1.058
C 3.802 1.595 -2.398 0.064
H 3.543 -1.416 -1.119 0.736
H 4.202 2.508 -2.819 0.539
H 5.335 0.005 -2.644 0.471
H 2.087 3.818 -1.886 0.068
H 2.261 4.494 0.757 0.513
H -0.103 4.077 -3.422 0.556
H 1.573 3.408 3.183 0.479
H -2.302 2.631 -4.216 0.481
H 0.577 0.959 2.571 0.509
H -2.102 0.277 -2.821 0.593
H 1.416 -1.031 0.695 0.605
C 0.963 -1.564 1.637 -1.250
H 1.522 -1.189 2.497 0.416
H -0.115 -1.313 1.797 0.420
H 1.093 -2.644 1.534 0.171
C 1.931 -3.295 -2.098 -1.063
Si 0.084 -3.222 -1.851 -0.259
C -0.680 -3.418 -3.536 -1.072
C -0.272 -4.545 -0.555 -0.937
N -0.608 -1.668 -1.186 0.380
C -1.944 -1.641 -0.783 1.472
C -2.368 -0.594 0.056 -0.444
C -3.656 -0.603 0.608 -1.041
C -4.536 -1.645 0.317 -0.610
C -4.146 -2.676 -0.540 -1.014
C -2.868 -2.684 -1.102 -0.637
H 2.204 -4.246 -2.585 0.491
H 2.483 -3.247 -1.149 0.269
H 2.282 -2.483 -2.747 0.391
H -0.390 -4.387 -3.963 0.408
H -1.769 -3.336 -3.581 0.451
H -0.254 -2.625 -4.164 0.348
H 0.280 -4.356 0.380 0.285
H -1.338 -4.660 -0.310 0.454
H 0.092 -5.492 -0.984 0.439
H -1.645 0.206 0.300 0.869
H -3.981 0.190 1.269 0.499
H -5.537 -1.645 0.753 0.479
H -4.848 -3.486 -0.766 0.488
H -2.574 -3.523 -1.742 0.460
```

Multiplicity: 5
⟨S²⟩: 6.065
Orbital gap (alpha / beta), eV: 6.46 / 3.62
Charge: +4


4.
Entry from the OMol25 dataset: a 2-piece molecular cluster, C5H5NO overall (ωB97M-V/def2-TZVPD).

```
12
Properties=species:S:1:pos:R:3:mulliken_charge:R:1
O 2.246 -2.073 1.089 -0.202
C 1.746 -1.187 0.587 0.188
C -0.527 0.687 1.073 -0.467
C -0.488 0.678 2.277 0.160
C -0.514 -0.511 -1.158 -0.117
C -0.581 0.797 -0.390 -0.577
N 0.214 -0.761 -2.165 -0.590
H -0.453 0.684 3.345 0.396
H -1.195 -1.299 -0.822 0.395
H 0.224 1.457 -0.734 0.254
H -1.531 1.283 -0.653 0.299
H 0.825 0.036 -2.371 0.261
```

Orbital gap, eV: 10.94
Energy above the lowest of the compared OMol25 structures with the same formula, charge and spin, kcal per mole: 63.0


5.
Entry from the OMol25 dataset: C14H14ClNO2V as an isolated structure (ωB97M-V/def2-TZVPD).

```
33
Properties=species:S:1:pos:R:3:mulliken_charge:R:1
C -0.448 0.707 -1.879 -0.381
C 0.941 0.893 -1.646 -0.626
C 1.099 1.765 -0.551 -0.426
C -0.158 2.129 -0.073 -0.664
C -1.149 1.508 -0.878 -0.442
V -0.200 -0.215 0.077 0.418
N -1.770 -0.777 0.000 -0.456
C -0.065 -2.189 -0.615 -0.453
C 1.282 -1.561 -0.577 -0.991
H 2.038 2.175 -0.207 0.443
H 1.734 0.445 -2.257 0.573
H -0.397 2.919 0.629 0.450
H -2.239 1.722 -0.872 0.375
H -0.944 0.159 -2.716 0.402
H 1.724 -1.529 -1.536 0.430
H -0.324 -2.847 0.249 0.258
H -2.566 -1.484 0.132 0.065
H 1.868 -2.030 0.178 0.380
H -0.550 -2.269 -1.610 0.243
Cl -0.446 0.752 8.615 -0.241
C -0.260 0.434 6.920 0.327
C 0.326 -0.761 6.487 -0.538
C 0.472 -0.993 5.128 -0.266
C 0.037 -0.050 4.219 -0.043
C -0.549 1.146 4.627 -0.463
C -0.706 1.382 5.997 -0.523
C 0.140 -0.321 2.759 0.712
O 0.406 -1.578 2.349 -0.721
O -0.030 0.579 1.851 -0.506
H 0.651 -1.473 7.219 0.422
H 0.921 -1.918 4.777 0.429
H -0.878 1.868 3.894 0.418
H -1.166 2.300 6.332 0.393
```

Multiplicity: 3
⟨S²⟩: 2.017
Orbital gap (alpha / beta), eV: 4.63 / 6.39
Energy above the lowest of the compared OMol25 structures with the same formula, charge and spin, kcal per mole: 68.6
Charge: -1


Number 1: maximum force 3.952 eV/Å. Number 2: maximum force 7.051 eV/Å. Number 3: maximum force 3.630 eV/Å. Number 4: maximum force 1.496 eV/Å. Number 5: maximum force 6.138 eV/Å.